# 1
# C5H6F2O4S

C5H6F2O4S in the gas phase at a distorted geometry (ωB97M-V/def2-TZVPD, the OMol25 dataset).

Each line ends with the Löwdin charge.
Cartesian coordinates (Å):
C -0.070 -1.032 1.974  -0.45
C -0.105 -2.192 2.536  0.09
C 0.322 1.220 1.876  0.03
C -0.517 0.714 0.693  -0.51
C 0.189 1.423 -3.288  -0.15
O -2.149 1.289 -1.925  -0.24
O -0.137 1.229 -0.500  -0.10
O 0.417 0.018 2.648  0.04
O -0.447 -0.707 0.704  0.11
F -1.852 1.011 0.930  0.10
F -0.663 -0.725 -1.852  -0.21
S -0.786 0.940 -2.018  0.86
H -0.551 -3.082 1.964  0.11
H 0.125 -2.331 3.520  0.04
H 1.230 1.492 1.623  0.10
H -0.306 1.838 2.466  0.15
H 1.213 0.992 -3.051  0.07
H -0.207 1.678 -4.125  -0.05

Cartesian forces, eV/Å:
C 0.283 0.640 -0.248
C -2.095 -3.697 -2.872
C -4.699 -3.420 0.726
C -1.655 -1.498 0.143
C 2.969 -3.473 9.291
O -0.527 -0.063 -0.510
O 1.213 0.764 -2.405
O 0.500 0.976 0.288
O 0.497 1.415 0.479
F 0.626 0.141 -0.139
F -0.147 2.062 -0.115
S 1.137 -1.112 -0.815
H 0.815 1.592 0.936
H 0.806 -0.184 2.259
H 4.331 1.951 -1.245
H -0.040 1.346 0.197
H -1.358 0.784 -0.930
H -2.656 1.778 -5.037

Computed properties:
E_tot (Ha): -1092.8316
E_HOMO (eV): -8.97
SMILES string: C=C1OC[C@@](F)(O[S@](=C)(=O)F)O1
Molar mass (Da): 200.16
Energy above the lowest of the compared OMol25 structures with the same formula, charge and spin (kcal per mole): 56.4
Spin multiplicity: 1
Orbital gap (eV): 9.48

***

# 2
# C4H7NO2

C4H7NO2 in the gas phase at a distorted geometry (ωB97M-V/def2-TZVPD, the OMol25 dataset).

Each line ends with the Löwdin charge.
Cartesian coordinates (Å):
C 0.908 -1.036 -0.828  -0.36
C 1.213 0.344 -0.664  -0.11
C 0.775 -0.388 0.525  -0.14
C -2.030 1.398 1.401  -0.02
H -0.057 -2.032 -2.343  0.21
H 1.944 -1.588 -0.980  0.18
H 0.592 0.958 -1.218  0.10
H 2.374 0.583 -0.892  0.16
H 1.245 -0.718 1.398  0.13
H -2.408 2.286 1.851  0.03
H -2.834 0.497 1.265  0.12
N -0.773 1.142 1.163  -0.11
O -0.309 -1.461 -1.416  -0.06
O -0.641 0.015 0.738  -0.13

Cartesian forces, eV/Å:
C 1.491 -3.160 0.078
C 5.639 1.788 -1.360
C -3.077 0.900 -1.332
C -0.695 -2.824 -0.284
H -1.015 2.565 3.984
H -2.781 0.094 0.317
H -1.419 1.730 -0.145
H -2.830 -0.287 0.897
H 0.889 0.006 1.072
H 0.425 0.682 0.009
H 2.034 2.194 0.151
N -3.402 7.914 3.292
O 1.961 -2.554 -3.957
O 2.780 -9.047 -2.723

Computed properties:
E_tot (Ha): -361.6331
E_HOMO (eV): -8.94
SMILES string: C=NO[C@@H]1C[C@@H]1O
Molar mass (Da): 101.10
Energy above the lowest of the compared OMol25 structures with the same formula, charge and spin (kcal per mole): 155.5
Spin multiplicity: 1
Orbital gap (eV): 9.46

***

# 3
# C6H13NO

A molecular structure, C6H13NO at a distorted geometry (ωB97M-V/def2-TZVPD, the OMol25 dataset).

Each line ends with the Löwdin charge.
Cartesian coordinates (Å):
C 0.691 0.280 -0.372  -0.45
C -0.536 1.196 0.971  -0.15
C 2.173 0.546 -0.249  -0.05
C 0.073 0.845 -1.629  -0.06
N 0.323 -1.042 -0.129  -0.05
C -0.569 -1.363 0.908  -0.25
C -1.675 -2.110 0.687  0.03
O -1.895 1.254 0.599  -0.10
H -2.123 0.363 0.259  0.07
H 0.902 -1.794 -0.486  0.14
H -0.114 2.190 0.797  0.08
H -0.402 1.027 2.043  0.08
H -0.194 -1.165 1.904  0.11
H 0.278 1.915 -1.716  0.09
H 2.703 0.267 -1.166  0.08
H 2.351 1.616 -0.095  0.08
H 2.619 -0.002 0.584  0.08
H -1.008 0.690 -1.626  0.07
H 0.516 0.361 -2.509  0.09
H -2.231 -2.539 1.513  0.05
H -1.881 -2.534 -0.288  0.06

Cartesian forces, eV/Å:
C -2.333 1.997 2.113
C 2.173 1.100 -1.710
C -0.030 0.593 0.474
C 0.281 0.181 -0.215
N -0.263 -1.840 -0.178
C -0.486 -1.924 -0.687
C 1.314 -0.026 0.564
O 0.638 -1.096 -0.556
H -0.115 0.534 0.517
H -0.210 0.195 0.040
H -0.172 0.096 -0.031
H 0.143 -0.733 -0.264
H -0.510 0.365 0.201
H -0.079 -0.003 0.011
H -0.149 -0.080 -0.010
H 0.076 -0.095 -0.048
H -0.114 0.069 -0.048
H 0.160 0.004 -0.137
H -0.149 -0.042 0.081
H -0.062 0.280 0.070
H -0.112 0.422 -0.184

Computed properties:
E_tot (Ha): -366.2908
E_HOMO (eV): -8.43
Molar mass (Da): 115.18
Energy above the lowest of the compared OMol25 structures with the same formula, charge and spin (kcal per mole): 89.8
Spin multiplicity: 1
Orbital gap (eV): 9.35

***

# 4
# C2HN3O3

C2HN3O3 in the gas phase at a distorted geometry (ωB97M-V/def2-TZVPD, the OMol25 dataset).

Each line ends with the Löwdin charge.
Cartesian coordinates (Å):
C -0.293 1.427 -0.512  -0.41
C 0.989 -0.486 0.340  -0.55
H -0.312 -2.026 0.794  0.19
N -1.534 0.536 -0.495  0.14
N -1.307 -0.641 -0.160  0.00
N -0.183 -1.128 0.306  0.10
O -0.226 2.518 -0.916  0.19
O 1.990 -1.019 0.653  0.18
O 0.877 0.820 -0.010  0.16

Cartesian forces, eV/Å:
C -0.675 -2.103 0.587
C 0.500 0.993 0.052
H 0.443 0.596 -0.770
N 2.675 0.829 -0.383
N -2.766 0.093 0.240
N -1.340 -1.385 0.413
O -0.395 0.685 -0.228
O 1.393 -0.033 0.359
O 0.164 0.324 -0.270

Computed properties:
E_tot (Ha): -466.7577
E_HOMO (eV): -10.80
SMILES string: O=c1nn[nH]c(=O)o1
Molar mass (Da): 115.05
Energy above the lowest of the compared OMol25 structures with the same formula, charge and spin (kcal per mole): 69.1
Spin multiplicity: 1
Orbital gap (eV): 10.09

***

# 5
# C19H38Br14N4Si

8 unconnected molecules or ions with the total composition C19H38Br14N4Si at a distorted geometry (ωB97M-V/def2-TZVPD, the OMol25 dataset).

Each line ends with the Löwdin charge.
Cartesian coordinates (Å):
C 4.275 -2.387 -0.276  -0.17
Si 3.166 -1.153 -1.157  0.55
C 3.541 0.570 -0.499  -0.19
C 3.460 -1.155 -3.001  -0.18
C 1.329 -1.420 -0.742  -0.39
N 0.456 -1.483 -1.726  -0.09
N -0.844 -1.626 -1.353  -0.09
C -1.056 -1.683 -0.069  -0.33
N -0.169 -1.636 0.945  0.00
N 1.060 -1.502 0.590  0.07
H 4.871 -1.839 0.457  0.01
H 3.741 -3.175 0.253  0.03
H 4.995 -2.837 -0.962  0.03
H 4.243 1.120 -1.123  0.04
H 3.949 0.436 0.505  -0.07
H 2.604 1.124 -0.415  0.00
H 3.570 -2.158 -3.419  0.03
H 2.616 -0.689 -3.514  0.02
H 4.377 -0.615 -3.238  0.03
H -2.093 -1.778 0.225  0.07
Br -1.632 4.283 -1.039  0.62
C -2.031 3.275 -2.658  -0.68
C -2.192 1.806 -2.378  -0.64
Br -0.496 0.898 -2.089  0.79
H -1.228 3.480 -3.357  0.05
H -2.960 3.697 -3.036  0.06
H -2.632 1.303 -3.239  0.02
H -2.796 1.611 -1.496  0.05
Br -4.426 0.371 -5.905  0.60
C -2.968 -0.648 -6.706  -0.73
C -2.686 -1.913 -5.942  -0.68
Br -1.721 -1.546 -4.295  0.68
H -2.114 0.016 -6.746  -0.01
H -3.300 -0.873 -7.717  0.02
H -2.038 -2.565 -6.525  0.06
H -3.588 -2.450 -5.667  0.05
Br -3.947 -0.752 -10.883  0.61
C -3.729 1.131 -10.452  -0.69
C -2.313 1.595 -10.674  -0.68
Br -1.139 0.979 -9.255  0.66
H -4.051 1.256 -9.423  0.04
H -4.410 1.661 -11.113  0.06
H -2.264 2.681 -10.644  0.06
H -1.891 1.239 -11.608  0.05
Br -3.107 1.654 5.134  0.66
C -2.267 2.607 3.662  -0.68
C -2.802 2.170 2.326  -0.67
Br -2.082 0.436 1.816  0.74
H -1.198 2.438 3.754  0.04
H -2.485 3.658 3.835  0.06
H -2.480 2.860 1.548  0.01
H -3.883 2.083 2.306  0.05
Br 4.989 0.462 2.945  0.63
C 3.968 1.638 4.108  -0.68
C 2.574 1.881 3.594  -0.71
Br 2.545 3.149 2.119  0.63
H 4.544 2.551 4.214  0.05
H 3.925 1.119 5.063  0.00
H 1.964 2.336 4.372  0.05
H 2.096 0.973 3.239  0.05
Br 4.651 -2.527 4.849  0.60
C 4.335 -2.199 6.740  -0.68
C 2.866 -2.186 7.071  -0.69
Br 1.982 -0.542 6.523  0.64
H 4.837 -1.268 6.985  0.05
H 4.820 -3.021 7.261  0.06
H 2.721 -2.237 8.148  0.06
H 2.329 -2.998 6.592  0.05
Br -1.643 -1.075 9.908  0.60
C -2.208 -2.017 8.303  -0.70
C -2.750 -1.076 7.261  -0.73
Br -4.551 -0.472 7.695  0.59
H -2.934 -2.760 8.616  0.05
H -1.314 -2.514 7.932  0.05
H -2.842 -1.584 6.304  0.06
H -2.140 -0.188 7.141  0.00

Cartesian forces, eV/Å:
C 0.078 0.076 0.068
Si 0.744 0.603 -0.140
C -0.388 -0.581 0.070
C -0.309 -0.388 -0.115
C 0.961 -0.361 -0.499
N -0.794 -1.140 1.021
N 1.392 -0.806 0.148
C -1.103 -0.554 0.029
N 0.225 -0.058 -0.390
N -0.038 0.066 0.088
H -0.093 -0.034 0.104
H -0.010 -0.040 -0.037
H -0.142 -0.107 -0.086
H 0.035 0.022 0.025
H -0.039 0.320 -0.117
H 0.111 0.230 -0.002
H -0.079 -0.037 0.060
H 0.080 0.112 -0.058
H -0.034 0.114 0.066
H -0.009 -0.129 0.032
Br 0.073 -0.005 -0.018
C -0.155 0.089 0.106
C 0.201 -0.032 -0.123
Br -0.430 2.229 -0.441
H 0.022 -0.029 0.002
H -0.014 -0.030 0.002
H 0.000 0.011 -0.008
H -0.019 0.037 0.001
Br 0.060 0.071 0.015
C -0.266 -0.137 -0.056
C 0.253 0.043 0.114
Br -0.224 -0.108 -0.156
H 0.028 -0.014 0.052
H 0.017 -0.020 -0.004
H -0.021 0.029 -0.061
H -0.039 0.023 -0.055
Br 0.011 -0.008 0.093
C -0.077 -0.081 -0.170
C 0.021 0.098 0.180
Br 0.147 0.027 -0.144
H 0.024 0.043 0.010
H 0.021 0.021 -0.010
H -0.028 0.004 0.013
H -0.052 -0.035 -0.019
Br -0.020 0.042 -0.069
C -0.105 0.074 0.153
C 0.112 -0.065 -0.173
Br -0.197 0.466 0.281
H 0.017 0.016 -0.077
H -0.011 0.006 -0.033
H 0.034 -0.005 0.005
H -0.011 0.033 0.093
Br 0.140 0.289 -0.029
C 0.072 -0.196 0.064
C -0.059 0.128 -0.022
Br -0.023 -0.036 -0.012
H -0.042 0.039 -0.037
H -0.054 0.008 -0.002
H 0.028 -0.029 0.046
H 0.029 -0.032 0.015
Br -0.075 -0.076 0.173
C 0.042 -0.220 -0.180
C -0.031 0.110 0.152
Br -0.041 -0.034 -0.058
H -0.057 0.028 0.048
H -0.016 0.015 0.047
H 0.025 -0.003 0.009
H 0.035 -0.021 -0.024
Br -0.047 -0.027 0.014
C 0.164 0.055 0.069
C -0.193 -0.125 -0.026
Br 0.101 0.027 0.031
H -0.027 0.004 -0.025
H -0.004 0.018 -0.049
H 0.030 -0.006 -0.003
H 0.045 -0.014 0.029

Computed properties:
E_tot (Ha): -37291.4129
E_HOMO (eV): -9.27
SMILES string: C[Si](C)(C)c1nncnn1.BrCCBr.BrCCBr.BrCCBr.BrCCBr.BrCCBr.BrCCBr.BrCCBr
Molar mass (Da): 1469.28
Spin multiplicity: 1
Orbital gap (eV): 8.57

***

# 6
# C24H24BMnN5O2

A molecular structure, C24H24BMnN5O2 (ωB97M-V/def2-TZVPD, the OMol25 dataset).

Each line ends with the Löwdin charge.
Cartesian coordinates (Å):
Mn -0.313 0.375 -0.381  0.89
C -1.473 4.151 -1.348  -0.01
C -2.243 4.602 -0.274  0.01
C -2.367 3.824 0.858  0.04
C -1.728 2.591 0.931  -0.27
N -0.978 2.171 -0.101  0.01
C -0.856 2.938 -1.209  -0.09
N -1.922 1.833 2.085  0.22
C -1.382 0.697 2.261  -0.21
N -0.538 -0.019 1.349  0.05
C -0.111 -1.209 1.974  -0.22
N 0.724 -2.067 1.527  0.22
C 1.330 -1.945 0.304  -0.26
C 2.412 -2.792 0.026  0.04
C 3.062 -2.710 -1.175  0.01
C 2.621 -1.797 -2.150  -0.01
C 1.550 -1.019 -1.848  -0.08
N 0.925 -1.056 -0.632  0.00
C -0.754 -1.276 3.290  -0.10
C -0.654 -2.243 4.269  0.03
C -1.360 -2.019 5.445  -0.02
C -2.122 -0.861 5.625  -0.02
C -2.204 0.111 4.636  0.03
C -1.509 -0.129 3.466  -0.10
H -1.350 4.733 -2.249  0.13
H -2.746 5.559 -0.329  0.13
H -2.959 4.134 1.707  0.14
H -0.236 2.540 -2.008  0.13
H 2.705 -3.491 0.796  0.14
H 3.909 -3.353 -1.377  0.13
H 3.098 -1.719 -3.117  0.13
H 1.143 -0.324 -2.578  0.13
H -0.053 -3.132 4.128  0.13
H -1.317 -2.753 6.239  0.12
H -2.652 -0.718 6.558  0.12
H -2.782 1.015 4.774  0.13
C -3.560 -2.808 -2.296  0.01
C -3.767 -1.941 -1.076  -0.40
C -4.832 -2.491 -0.162  0.02
O -2.451 -1.997 -0.314  0.20
B -1.874 -0.880 -0.689  -0.62
O -2.463 0.061 -1.437  0.13
C -3.929 -0.403 -1.399  -0.37
C -4.568 0.400 -0.292  0.01
C -4.526 -0.106 -2.747  0.02
H -3.278 -3.810 -1.976  0.11
H -2.777 -2.419 -2.949  0.10
H -4.482 -2.883 -2.872  0.11
H -4.649 -3.551 0.011  0.11
H -5.812 -2.395 -0.635  0.12
H -4.856 -1.981 0.798  0.10
H -4.093 0.227 0.676  0.10
H -5.623 0.140 -0.201  0.11
H -4.504 1.463 -0.531  0.10
H -3.938 -0.526 -3.559  0.10
H -4.611 0.971 -2.889  0.11
H -5.532 -0.528 -2.799  0.12

Cartesian forces, eV/Å:
Mn -0.477 -0.067 0.164
C -0.005 0.071 0.165
C -0.039 0.078 -0.038
C -0.129 0.136 0.130
C -0.057 -0.126 0.207
N 0.136 0.264 -0.236
C -0.019 -0.042 0.097
N 0.134 0.202 -0.458
C 0.064 -0.355 0.138
N -0.075 0.122 -0.240
C -0.109 -0.060 0.308
N -0.003 0.147 -0.187
C 0.003 -0.067 -0.043
C -0.032 -0.066 0.163
C 0.121 0.020 -0.191
C 0.081 -0.250 0.081
C -0.116 0.141 0.213
N 0.092 -0.017 -0.280
C 0.256 -0.194 -0.239
C -0.038 -0.053 0.130
C -0.020 0.017 0.005
C 0.025 -0.028 0.021
C -0.054 0.010 0.060
C -0.115 0.301 -0.107
H 0.002 -0.009 0.015
H 0.009 -0.022 0.002
H 0.011 0.008 -0.035
H 0.015 -0.021 -0.033
H 0.008 -0.001 -0.013
H -0.020 0.019 -0.010
H 0.001 -0.022 0.019
H -0.006 0.065 0.005
H -0.011 0.027 -0.012
H -0.008 0.018 0.004
H 0.011 -0.011 -0.012
H 0.019 -0.023 -0.006
C -0.013 -0.010 -0.091
C 0.122 0.089 0.060
C -0.086 -0.047 0.014
O -0.130 0.153 -0.054
B 0.227 -0.261 0.411
O 0.246 0.012 -0.137
C -0.053 -0.228 -0.011
C -0.004 0.063 0.090
C -0.044 0.031 -0.063
H -0.004 0.005 0.004
H -0.008 -0.002 0.010
H 0.015 -0.002 0.002
H 0.002 0.017 0.000
H 0.030 -0.001 0.004
H 0.014 0.008 -0.008
H -0.001 -0.020 -0.026
H 0.012 0.011 -0.021
H 0.005 -0.024 0.006
H -0.004 -0.001 0.011
H 0.007 -0.013 -0.004
H 0.013 0.010 0.021

Computed properties:
E_tot (Ha): -2528.5818
E_HOMO (alpha / beta) (eV): -14.63 / -14.63
<S²>: 0.793
Molar mass (Da): 480.24
Spin multiplicity: 2
Orbital gap (alpha / beta) (eV): 6.11 / 6.93
Total charge: +2